No. 1
ORCA calculation (ωB97M-V/def2-TZVPD) on a gas-phase ion, C11H8N5O7 (charge -1) in a non-equilibrium geometry.

The total charge is -1. Its total energy is -33313.720 eV. The energy relative to the best compared isomer or geometry (same formula, charge and spin) comes out at 0.0 kcal/mol. The value obtained for the frontier orbital gap is 7.15 eV. As for the SMILES: CCOC(=O)[C@H](C#N)[C@H]1C(=[N+]([O-])[O-])C=C([N+](=O)[O-])c2nonc21.

The geometry in XYZ format:
```
31
Properties=species:S:1:pos:R:3:forces:R:3
C 1.404686 -3.273263 1.484945 0.00 -0.16 0.10
C 0.636651 -2.356284 0.560474 -0.59 0.33 0.42
O -0.532193 -1.891218 1.337286 0.12 0.00 -0.68
C -1.424341 -1.124848 0.671269 0.38 0.47 -0.66
C -2.567005 -0.662254 1.614071 1.08 -0.60 -0.73
C -3.431730 0.261184 0.911306 -2.49 1.14 -1.75
N -4.223592 0.899727 0.336384 1.83 -1.23 1.32
O -1.357758 -0.865878 -0.509269 -0.10 -0.46 1.10
H 2.338414 -3.587285 1.013039 -0.02 0.09 -0.02
H 1.645228 -2.765471 2.424900 -0.05 -0.09 -0.17
H 0.835219 -4.182738 1.708878 0.02 0.24 0.01
H 1.226285 -1.467520 0.289850 -0.29 -0.31 -0.07
H 0.290156 -2.885339 -0.340250 0.07 0.37 0.27
H -3.098416 -1.587032 1.872130 -0.18 0.20 -0.32
O -4.638411 1.822630 7.114874 0.92 0.22 -1.44
N -4.005048 2.366218 6.189256 0.10 0.61 -0.03
O -3.829370 3.605755 6.150717 -0.18 -1.24 0.02
C -3.424249 1.590597 5.106955 0.02 0.57 0.29
C -2.658965 2.229963 4.098104 -0.30 -1.02 0.43
C -2.082287 1.496949 3.065394 0.52 -0.53 -0.07
N -1.061111 2.132656 2.280472 0.00 0.55 0.26
O -0.763387 3.320544 2.538708 -0.22 -1.40 -0.67
O -0.487012 1.463743 1.387258 -0.70 0.55 1.05
C -2.116940 -0.068162 2.938728 1.01 1.32 1.58
C -2.976805 -0.627564 4.040147 -0.62 -1.83 -0.58
N -3.354082 -1.912494 4.106674 -0.62 2.80 1.92
O -4.217794 -1.916583 5.251460 1.04 0.32 -0.99
N -4.352325 -0.668473 5.829822 1.93 0.78 -2.42
C -3.573207 0.151311 5.046126 -2.23 -0.99 2.39
H -2.483771 3.308859 4.158683 -0.08 -0.56 -0.04
H -1.083466 -0.380826 3.184661 -0.36 -0.15 -0.53
```
Positions in Å, forces in eV/Å.

No. 2
ORCA calculation (ωB97M-V/def2-TZVPD) on a single C6H12FN molecule in a non-equilibrium geometry.

Its total energy is -10622.784 eV. The energy relative to the best compared isomer or geometry (same formula, charge and spin) comes out at 31.8 kcal/mol. The value obtained for the frontier orbital gap is 10.00 eV. As for the SMILES: C[C@H](CF)[C@H]1CCN1.

The geometry in XYZ format:
```
20
Properties=species:S:1:pos:R:3:forces:R:3
C 2.051131 -0.138624 0.713492 1.04 1.31 -2.32
C 0.838404 -0.222183 -0.251771 0.06 1.72 1.11
C 1.178942 0.308088 -1.614528 0.68 0.73 0.79
C -0.410393 0.477896 0.308177 0.09 0.33 -0.74
C -1.713972 0.121880 -0.425021 -0.67 -0.85 -0.78
C -2.142050 -0.609795 0.850925 -0.57 -1.53 -1.00
H 1.975602 -0.734142 1.588313 -0.33 -0.27 0.83
H 2.257513 0.953276 0.921264 -0.41 -1.07 0.24
H 2.979473 -0.450423 0.155097 -0.93 0.02 0.58
H 0.515158 -1.190917 -0.462733 -0.27 -2.14 0.20
H 0.339858 0.298771 -2.304839 0.02 -0.10 -0.17
H 1.611617 1.291580 -1.512311 -0.31 0.80 -0.14
H -0.319340 1.584262 0.365280 0.42 -0.59 0.19
H -2.313267 0.977808 -0.660676 -0.38 0.59 0.01
H -1.748386 -0.514627 -1.333788 0.60 0.34 0.42
H -2.074113 -1.717446 0.719932 -0.41 0.68 0.11
H -3.150949 -0.364837 1.219258 0.57 0.07 0.31
H -1.182611 0.533643 2.287713 0.75 -1.19 -1.27
N -0.930011 -0.173677 1.534318 -0.16 1.92 2.44
F 2.237393 -0.430534 -2.098101 0.22 -0.77 -0.82
```
Positions in Å, forces in eV/Å.

No. 3
ORCA calculation (ωB97M-V/def2-TZVPD) on a molecular structure, C33H32AsIN2O8P2Re.

The total charge is +2. Its total energy is -143741.109 eV. The energy relative to the best compared isomer or geometry (same formula, charge and spin) comes out at 5.5 kcal/mol. The expectation value of S² is 3.78. Its spin multiplicity is 4. The value obtained for the frontier orbital gap (alpha / beta) is 7.63 / 7.14 eV.

The geometry in XYZ format:
```
80
Properties=species:S:1:pos:R:3:forces:R:3
Re 0.746886 1.456934 -0.108957 -0.05 0.16 0.08
I 3.031428 0.470086 0.962959 0.09 -0.01 0.11
C 2.395943 0.954324 2.914288 -0.01 0.03 0.02
C 3.216308 0.676644 3.965291 -0.04 0.01 -0.04
C 2.754326 0.974189 5.265367 0.00 0.00 -0.01
C 1.511935 1.510448 5.440917 0.01 0.00 0.02
C 0.661911 1.787166 4.341816 0.02 -0.01 -0.03
C -0.636272 2.316796 4.535634 -0.02 0.01 -0.02
C -1.448880 2.560008 3.468159 0.00 0.01 0.03
C -0.999817 2.297660 2.156743 0.00 0.01 0.01
C 0.253942 1.786096 1.900133 0.01 0.02 -0.08
C 1.103593 1.520428 3.018486 0.02 -0.05 0.00
H 4.194963 0.238216 3.824954 0.01 0.00 0.00
H 3.392949 0.767920 6.112650 0.01 0.00 0.00
H 1.152994 1.733713 6.437673 0.00 0.00 0.00
H -0.970657 2.520266 5.544908 0.00 0.00 0.00
H -2.442990 2.958789 3.619605 0.00 0.00 0.00
H -1.677279 2.509652 1.337580 0.00 0.00 0.00
C 0.367224 3.247596 -4.008443 0.02 0.03 0.03
C -0.345135 1.928668 -3.733194 -0.07 -0.03 -0.04
O -1.183083 1.533340 -4.813182 0.01 -0.02 0.01
P -1.545704 2.042411 -2.364667 0.02 0.13 -0.08
O -2.517946 3.243242 -2.594817 -0.15 0.00 -0.19
O -2.392305 0.746452 -2.370733 0.07 -0.17 -0.06
O -0.861382 2.355067 -1.040620 0.14 -0.33 0.10
P 0.804751 0.588624 -3.208166 -0.12 0.06 -0.04
O 1.715019 0.483612 -4.497856 0.17 -0.05 0.05
O 0.001799 -0.622848 -2.888829 0.11 0.16 -0.05
O 1.609290 1.213303 -2.054914 -0.10 -0.33 0.15
H -0.350540 4.050241 -4.179574 0.00 -0.02 0.00
H 0.977425 3.133757 -4.905368 0.00 -0.01 0.00
H 1.036377 3.512428 -3.192193 0.01 0.02 0.02
H -0.649671 1.415522 -5.610303 0.02 0.00 0.00
H -3.097783 3.168295 -3.372713 0.06 0.01 0.16
H -1.843748 -0.042515 -2.622447 -0.11 0.10 0.07
H 2.479068 -0.110271 -4.454706 -0.13 0.04 -0.04
O -0.103021 -0.325008 -0.013258 0.05 0.31 -0.13
As -0.566727 -1.953179 -0.204553 0.07 -0.24 -0.12
C -2.190638 -2.130447 -1.182413 0.02 0.00 0.03
C -3.372017 -1.961628 -0.464646 -0.03 0.04 0.07
C -4.590972 -2.073955 -1.114777 -0.01 -0.01 -0.01
C -4.628859 -2.364073 -2.471205 -0.01 0.00 0.03
C -3.449732 -2.532256 -3.184965 0.01 -0.01 -0.01
C -2.224584 -2.414681 -2.547525 0.00 -0.02 -0.11
C 0.881199 -2.995164 -0.885484 0.00 -0.02 0.03
C 0.744129 -3.872925 -1.954500 -0.03 -0.01 -0.02
C 1.821920 -4.661998 -2.330327 0.01 0.00 0.00
C 3.023193 -4.580957 -1.642310 0.00 0.01 0.00
C 3.148070 -3.725073 -0.555313 0.01 -0.01 -0.02
C 2.075065 -2.939763 -0.170271 -0.06 0.02 0.07
C -0.874322 -2.530790 1.586608 0.05 0.12 0.03
C -1.627075 -3.670372 1.847797 0.00 -0.08 -0.06
C -1.762569 -4.108125 3.156535 -0.01 -0.01 -0.02
C -1.147497 -3.416158 4.191550 0.00 0.01 0.00
C -0.393338 -2.281618 3.924699 -0.01 -0.03 0.03
C -0.253988 -1.837637 2.619546 -0.04 0.05 0.02
H -3.347404 -1.742252 0.596485 0.00 -0.01 -0.02
H -5.509762 -1.941093 -0.560304 0.00 0.00 0.00
H -5.581368 -2.462959 -2.974091 -0.01 0.01 -0.01
H -3.481962 -2.753122 -4.243379 0.00 -0.01 0.00
H -1.311415 -2.500496 -3.119516 -0.13 0.04 0.04
H -0.190441 -3.971273 -2.487181 0.07 -0.02 0.05
H 1.716122 -5.348700 -3.159008 0.00 -0.01 0.00
H 3.858341 -5.200151 -1.940552 0.00 -0.01 0.01
H 4.073238 -3.687979 0.003938 0.01 0.00 0.00
H 2.158700 -2.309602 0.707743 -0.03 -0.08 -0.05
H -2.108554 -4.218685 1.045724 0.01 0.02 0.01
H -2.350044 -4.991242 3.367020 0.00 0.00 0.01
H -1.259851 -3.762767 5.209968 0.00 0.00 0.00
H 0.083671 -1.739109 4.731213 -0.01 0.00 0.00
H 0.313866 -0.942600 2.410905 0.02 0.05 -0.02
N 1.663727 5.600530 -0.463623 -0.04 -0.03 0.01
C 2.801632 5.258249 0.219758 0.04 -0.03 0.05
C 2.717719 3.923058 0.429636 0.03 0.01 0.04
N 1.541300 3.446323 -0.126386 0.03 0.15 -0.10
C 0.929980 4.500833 -0.650861 -0.07 0.01 0.08
H 1.403323 6.528823 -0.756289 -0.01 0.01 -0.01
H 3.552592 5.976033 0.495751 0.01 0.00 0.00
H 3.410710 3.289578 0.948927 0.02 0.01 -0.03
H -0.037297 4.498145 -1.116549 0.00 0.00 -0.04
```
Positions in Å, forces in eV/Å.

No. 4
ORCA calculation (ωB97M-V/def2-TZVPD) on a molecular structure, C47H45HoN5OP2S in a non-equilibrium geometry.

The total charge is +1. Its total energy is -114171.248 eV. The energy relative to the best compared isomer or geometry (same formula, charge and spin) comes out at 40.9 kcal/mol. The expectation value of S² is 6.00. Its spin multiplicity is 5. The value obtained for the frontier orbital gap (alpha / beta) is 6.55 / 6.59 eV.

The geometry in XYZ format:
```
102
Properties=species:S:1:pos:R:3:forces:R:3
Ho 0.613931 0.962526 0.315823 -0.53 -0.07 -0.42
O -1.240734 1.899352 -0.328890 -2.34 0.37 -1.28
C -2.052785 0.913678 -0.536957 2.97 -0.84 1.10
C -3.229356 0.942807 -1.386254 -2.48 0.83 -0.02
C -3.615219 1.993592 -2.255966 0.41 -0.79 1.49
C -4.922143 2.111775 -2.679989 0.46 -0.63 -0.09
C -5.785264 1.021221 -2.544647 -0.73 -0.62 0.22
C -5.393474 -0.134909 -1.830231 -0.77 1.23 -0.68
C -4.219418 -0.069250 -1.096302 2.10 0.86 -1.53
P -3.620246 -1.367882 -0.051029 -0.39 -1.29 0.61
C -4.928217 -1.299644 1.270944 -0.52 -2.00 -0.39
C -6.151505 -0.647118 1.116813 -0.16 0.66 1.24
C -7.037536 -0.495488 2.206956 1.30 -2.30 0.24
C -6.802745 -1.355458 3.351906 -0.62 2.06 -0.79
C -5.737232 -2.253937 3.355344 -0.07 -0.10 1.06
C -4.801521 -2.225153 2.340303 0.04 1.16 -0.73
C -4.150881 -2.798795 -1.119962 -0.44 0.41 1.23
C -4.618037 -3.886297 -0.418076 0.05 -2.04 -0.84
C -4.928278 -5.068782 -1.142981 -0.01 0.88 0.94
C -4.739481 -5.138165 -2.515220 0.65 0.14 0.13
C -4.095988 -4.056938 -3.178558 -0.85 -0.99 -0.06
C -3.954271 -2.876956 -2.505725 0.12 1.61 0.60
H -2.866286 2.738545 -2.400982 0.18 0.74 -0.31
H -5.196391 3.054549 -3.098566 -0.50 0.23 -0.56
H -6.823912 1.045026 -2.943227 0.97 0.12 0.16
H -6.072383 -1.006878 -1.825334 0.55 0.57 0.24
H -6.407873 -0.216041 0.161788 0.08 0.45 0.28
H -7.880753 0.165028 2.042718 -0.12 -0.21 0.57
H -7.402295 -1.192365 4.262898 0.17 -0.43 -0.64
H -5.573586 -2.914837 4.237866 -0.29 0.50 -0.87
H -3.980168 -2.926532 2.312367 0.30 0.11 0.34
H -4.738154 -3.948898 0.670493 0.06 0.37 -0.66
H -5.287614 -5.886820 -0.511739 -0.17 -0.01 -0.75
H -5.106110 -6.019715 -3.029120 0.49 0.00 -0.20
H -3.719094 -4.105998 -4.199794 -0.69 -0.17 0.01
H -3.829104 -1.907445 -3.026514 0.68 -0.85 0.08
N -0.464383 0.956225 2.447350 -1.25 0.32 1.42
C -0.492346 -0.274148 3.274673 -1.76 -1.03 1.37
C -0.643429 -1.561812 2.434550 0.10 2.35 -0.29
N 0.396319 -1.319491 1.387325 0.62 -2.32 0.35
H -0.137590 1.684341 3.087191 0.08 0.05 -0.24
H -1.458313 1.211583 2.306475 0.65 -0.10 -0.38
H -1.348230 -0.254358 4.016469 0.85 0.19 -0.70
H 0.399138 -0.319436 3.880058 0.54 0.03 0.04
H -1.653268 -1.555189 1.993543 0.51 -0.07 -0.26
H -0.551779 -2.460111 3.042646 0.37 -0.01 -0.05
H 0.298349 -2.030204 0.645949 0.10 0.63 0.29
H 1.321414 -1.548651 1.825496 -0.88 0.22 -0.51
C 3.692822 2.257687 5.315646 -0.13 -0.51 0.16
C 2.633351 2.671716 4.522309 -0.12 0.84 -1.19
C 2.687734 2.562998 3.119018 0.01 -0.77 0.22
C 3.677612 1.761204 2.533942 0.66 0.27 1.50
C 4.726779 1.311899 3.351146 -0.26 -0.24 -0.80
C 4.754133 1.569376 4.697062 -0.43 0.54 1.09
P 3.577469 1.274408 0.827199 -1.90 1.15 -0.81
C 4.874798 0.151819 0.441441 0.69 -1.50 -1.08
C 5.692844 0.195580 -0.750462 -0.75 -0.35 2.98
C 6.612076 -0.842576 -0.945719 -0.82 1.92 -0.61
C 6.630564 -1.992933 -0.197692 -0.74 0.59 0.79
C 5.747859 -2.072627 0.875624 -1.10 0.61 -0.26
C 4.847060 -1.021983 1.211110 1.78 -1.07 -0.01
C 3.930951 2.825638 -0.005488 -1.46 0.57 -0.59
C 5.193327 3.293755 -0.065265 1.60 -1.20 0.29
C 5.551971 4.405011 -0.835420 -0.27 0.55 -0.12
C 4.554024 5.144926 -1.407290 0.37 0.11 -0.74
C 3.207556 4.755973 -1.345636 -1.49 -1.22 0.59
C 2.157114 5.433343 -2.010707 -0.72 0.33 0.25
C 0.828534 5.134390 -1.782081 -0.23 -0.52 0.06
C 0.505528 4.056351 -0.943731 -0.06 -1.33 0.76
C 1.490604 3.160654 -0.404823 -1.69 0.94 -0.23
C 2.830907 3.565145 -0.605486 1.19 0.28 -0.01
H 3.663627 2.425026 6.406641 0.12 -0.19 -0.75
H 1.737725 3.176927 4.872104 0.37 0.10 0.57
H 1.950837 3.079339 2.490350 0.09 -0.34 0.23
H 5.505154 0.732370 2.865143 0.10 0.08 0.36
H 5.572950 1.221576 5.311460 0.11 0.01 -0.07
H 5.666070 1.138439 -1.281177 0.29 -0.35 -0.43
H 7.317539 -0.579825 -1.692367 0.75 -0.60 -0.81
H 7.336368 -2.761341 -0.411389 0.32 -0.50 -0.03
H 5.658634 -2.992084 1.409246 0.21 -0.43 0.54
H 4.300942 -1.141903 2.176701 0.11 0.29 -1.11
H 5.972963 2.668732 0.422930 -0.34 0.73 -0.37
H 6.593903 4.626834 -1.011384 0.04 0.26 0.22
H 4.751130 6.020607 -2.013776 0.32 0.03 0.03
H 2.348176 6.249012 -2.666403 0.53 0.61 -0.40
H -0.064312 5.616962 -2.235470 1.19 0.18 0.09
H -0.596177 3.891524 -0.759844 1.51 0.02 -0.20
C 0.406641 -4.345444 -3.031787 0.61 0.22 -0.11
C 1.408123 -3.575244 -2.087860 0.01 -0.18 -0.72
C 1.395568 -2.057680 -2.281518 -0.53 0.95 1.47
N 1.260453 -1.155813 -1.317102 0.36 -1.25 -1.86
N 1.214533 0.166184 -1.779320 0.42 -1.14 -0.55
C 1.330920 0.255189 -3.060177 -0.67 -0.09 -2.05
N 1.100057 1.369995 -3.836360 0.20 -2.02 0.95
S 1.508758 -1.340380 -3.885592 -0.12 1.00 1.47
H 0.490966 -3.920984 -4.034584 -0.19 0.07 -0.02
H -0.668838 -4.343795 -2.751309 0.85 0.18 0.15
H 0.760909 -5.377291 -3.168186 -0.26 0.23 0.37
H 2.442105 -3.906859 -2.301667 -0.43 0.11 -0.24
H 1.271565 -3.904965 -1.058758 -0.26 0.61 0.18
H 1.213546 2.268243 -3.463900 0.08 1.37 1.14
H 1.371782 1.318347 -4.781222 0.27 -0.22 -1.07
```
Positions in Å, forces in eV/Å.